Version P
{
  "formula": "C13H52O13",
  "method": "ωB97M-V/def2-TZVPD",
  "elements": ["C", "O", "H", "H", "H", "H", "C", "O", "H", "H", "H", "H", "C", "O", "H", "H", "H", "H", "C", "O", "H", "H", "H", "H", "C", "O", "H", "H", "H", "H", "C", "O", "H", "H", "H", "H", "C", "O", "H", "H", "H", "H", "C", "O", "H", "H", "H", "H", "C", "O", "H", "H", "H", "H", "C", "O", "H", "H", "H", "H", "C", "O", "H", "H", "H", "H", "C", "O", "H", "H", "H", "H", "C", "O", "H", "H", "H", "H"],
  "coordinates": [[19.493, -14.539, 5.245], [19.744, -15.734, 4.507], [19.946, -14.666, 6.226], [19.860, -13.663, 4.712], [18.420, -14.393, 5.425], [19.114, -15.776, 3.783], [25.976, -8.703, 4.542], [25.661, -9.650, 5.547], [25.294, -8.745, 3.692], [25.999, -7.682, 4.945], [26.987, -8.888, 4.171], [25.028, -9.232, 6.152], [23.952, -15.500, 6.872], [22.668, -14.985, 6.535], [24.447, -14.784, 7.523], [23.876, -16.446, 7.421], [24.571, -15.673, 5.988], [22.233, -15.615, 5.947], [26.867, -11.471, 2.189], [26.005, -10.851, 1.257], [27.686, -10.793, 2.425], [26.322, -11.677, 3.120], [27.304, -12.390, 1.782], [25.300, -11.501, 1.106], [25.663, -15.253, 2.930], [25.011, -15.658, 1.714], [25.036, -14.505, 3.423], [25.783, -16.096, 3.610], [26.621, -14.784, 2.710], [25.118, -16.606, 1.618], [23.588, -7.368, 7.822], [23.576, -8.489, 6.951], [24.030, -7.607, 8.795], [24.197, -6.595, 7.356], [22.581, -6.966, 7.967], [22.947, -9.156, 7.277], [22.939, -12.639, 1.411], [24.254, -13.019, 1.037], [22.695, -11.654, 1.019], [22.205, -13.359, 1.039], [22.801, -12.567, 2.496], [24.385, -13.943, 1.277], [21.966, -14.911, 9.885], [21.166, -14.299, 8.902], [22.124, -15.980, 9.685], [22.945, -14.427, 9.987], [21.439, -14.838, 10.835], [21.692, -14.197, 8.102], [24.804, -10.922, 9.203], [25.568, -11.213, 10.358], [23.949, -10.306, 9.478], [25.401, -10.438, 8.426], [24.394, -11.840, 8.756], [25.945, -12.089, 10.254], [21.019, -11.000, 8.715], [21.605, -10.367, 7.550], [21.731, -11.707, 9.117], [20.760, -10.251, 9.467], [20.116, -11.519, 8.395], [20.894, -9.945, 7.058], [23.410, -11.848, 5.125], [22.246, -12.646, 4.966], [23.253, -10.935, 4.551], [23.552, -11.544, 6.164], [24.310, -12.332, 4.737], [22.356, -13.443, 5.503], [20.173, -9.988, 4.491], [20.409, -11.153, 3.714], [21.098, -9.466, 4.757], [19.584, -9.309, 3.875], [19.587, -10.263, 5.377], [20.896, -11.787, 4.275], [22.958, -8.853, 2.322], [23.265, -7.546, 1.838], [22.037, -9.240, 1.875], [23.756, -9.577, 2.110], [22.871, -8.793, 3.404], [23.368, -7.601, 0.885]],
  "gap_ev": 9.5865,
  "homo_ev": -9.42,
  "lumo_energy_ev": 0.163
}



Version Q
{
  "formula": "C13H52O13",
  "method": "ωB97M-V/def2-TZVPD",
  "elements": ["C", "O", "H", "H", "H", "H", "C", "O", "H", "H", "H", "H", "C", "O", "H", "H", "H", "H", "C", "O", "H", "H", "H", "H", "C", "O", "H", "H", "H", "H", "C", "O", "H", "H", "H", "H", "C", "O", "H", "H", "H", "H", "C", "O", "H", "H", "H", "H", "C", "O", "H", "H", "H", "H", "C", "O", "H", "H", "H", "H", "C", "O", "H", "H", "H", "H", "C", "O", "H", "H", "H", "H", "C", "O", "H", "H", "H", "H"],
  "coordinates": [[-4.122, 1.648, -0.469], [-5.498, 1.929, -0.206], [-3.536, 2.222, 0.245], [-3.876, 0.592, -0.305], [-3.841, 1.928, -1.489], [-6.033, 1.512, -0.886], [3.034, 3.636, 0.750], [3.078, 3.895, 2.139], [4.005, 3.250, 0.441], [2.316, 2.853, 0.492], [2.841, 4.535, 0.162], [2.333, 4.451, 2.378], [-3.339, -2.214, 0.294], [-3.606, -3.557, 0.733], [-4.031, -1.917, -0.499], [-3.483, -1.542, 1.146], [-2.315, -2.115, -0.051], [-4.515, -3.583, 1.040], [-2.655, -0.511, -2.845], [-2.196, -1.567, -3.697], [-2.448, 0.469, -3.290], [-3.729, -0.588, -2.655], [-2.119, -0.564, -1.900], [-2.569, -1.376, -4.563], [0.023, -4.126, 1.308], [-1.157, -4.887, 1.388], [0.869, -4.754, 1.589], [0.194, -3.736, 0.299], [0.045, -3.283, 2.015], [-1.894, -4.348, 1.067], [0.418, -0.080, -0.135], [-0.951, 0.150, 0.168], [1.084, 0.535, 0.479], [0.707, -1.130, -0.011], [0.597, 0.185, -1.178], [-1.142, -0.189, 1.060], [-0.631, 3.181, -1.740], [-0.962, 2.911, -0.399], [-0.972, 2.386, -2.413], [-1.116, 4.112, -2.044], [0.449, 3.326, -1.865], [-1.033, 1.954, -0.254], [-0.235, 2.683, 2.779], [-0.269, 1.635, 3.768], [-0.010, 3.637, 3.261], [0.484, 2.479, 1.988], [-1.235, 2.770, 2.360], [0.441, 1.797, 4.395], [3.433, -3.059, -2.141], [2.504, -3.161, -1.080], [3.178, -3.748, -2.953], [3.482, -2.044, -2.551], [4.436, -3.313, -1.805], [1.623, -3.082, -1.456], [3.211, -0.227, 2.859], [3.804, -1.321, 3.529], [2.764, 0.447, 3.590], [3.924, 0.384, 2.291], [2.413, -0.532, 2.172], [4.041, -1.977, 2.866], [3.797, 0.459, -0.940], [3.118, 1.502, -1.604], [4.430, 0.875, -0.157], [3.125, -0.254, -0.446], [4.442, -0.095, -1.630], [2.604, 1.109, -2.329], [-2.551, -0.872, 3.869], [-1.780, -0.435, 2.782], [-3.119, -0.067, 4.354], [-3.289, -1.603, 3.534], [-1.979, -1.357, 4.669], [-1.156, 0.231, 3.132], [0.894, -0.082, -4.214], [1.855, 0.956, -4.072], [0.525, -0.178, -5.240], [1.384, -1.021, -3.970], [0.024, 0.071, -3.570], [1.461, 1.793, -4.335]],
  "gap_ev": 9.9303,
  "homo_ev": -9.68,
  "lumo_energy_ev": 0.253
}



Version R
{
  "formula": "C13H52O13",
  "method": "ωB97M-V/def2-TZVPD",
  "elements": ["C", "O", "H", "H", "H", "H", "C", "O", "H", "H", "H", "H", "C", "O", "H", "H", "H", "H", "C", "O", "H", "H", "H", "H", "C", "O", "H", "H", "H", "H", "C", "O", "H", "H", "H", "H", "C", "O", "H", "H", "H", "H", "C", "O", "H", "H", "H", "H", "C", "O", "H", "H", "H", "H", "C", "O", "H", "H", "H", "H", "C", "O", "H", "H", "H", "H", "C", "O", "H", "H", "H", "H", "C", "O", "H", "H", "H", "H"],
  "coordinates": [[-0.679, -1.371, -3.336], [0.556, -1.786, -3.686], [-0.966, -1.654, -2.323], [-0.886, -0.309, -3.461], [-1.385, -1.928, -3.952], [0.707, -1.483, -4.584], [0.524, 2.342, 1.442], [-0.393, 3.212, 0.716], [1.292, 3.021, 1.813], [0.057, 1.967, 2.352], [0.931, 1.536, 0.831], [0.107, 3.912, 0.291], [-3.402, -0.241, 1.233], [-3.725, -1.470, 0.565], [-2.653, -0.419, 2.005], [-2.917, 0.507, 0.606], [-4.361, 0.158, 1.562], [-2.946, -1.888, 0.191], [-1.975, 1.857, -2.147], [-1.142, 1.743, -1.043], [-2.047, 2.818, -2.656], [-1.672, 1.143, -2.913], [-3.007, 1.619, -1.892], [-1.390, 2.235, -0.257], [2.201, 0.227, 2.312], [3.280, -0.643, 2.696], [1.873, -0.057, 1.312], [1.355, 0.106, 2.989], [2.473, 1.282, 2.330], [3.421, -0.641, 3.646], [0.180, -0.182, -0.596], [-1.095, -0.183, 0.041], [0.352, -1.027, -1.263], [0.422, 0.738, -1.128], [0.937, -0.246, 0.185], [-1.568, 0.601, -0.248], [2.908, 2.498, -0.152], [2.627, 1.349, 0.574], [1.920, 2.852, -0.447], [3.387, 3.315, 0.386], [3.559, 2.216, -0.979], [2.323, 0.676, -0.039], [2.034, -2.595, -1.935], [2.143, -1.488, -2.716], [2.987, -2.817, -1.457], [1.302, -2.365, -1.161], [1.779, -3.509, -2.471], [1.303, -1.508, -3.179], [1.563, 1.022, -2.594], [2.378, 0.553, -1.533], [0.552, 0.628, -2.483], [1.563, 2.112, -2.601], [2.001, 0.776, -3.561], [2.658, -0.212, -2.040], [-2.660, 2.059, 1.964], [-1.952, 1.911, 0.763], [-2.741, 3.069, 2.363], [-3.688, 1.697, 1.990], [-2.168, 1.462, 2.732], [-1.180, 2.476, 0.836], [-1.314, -2.964, -0.249], [-2.061, -1.732, -0.365], [-1.811, -3.581, 0.499], [-1.317, -3.503, -1.197], [-0.244, -2.831, -0.092], [-1.490, -0.963, -0.297], [-0.608, -0.371, 3.010], [-0.041, -0.474, 1.704], [-0.829, -1.398, 3.301], [0.181, 0.053, 3.632], [-1.589, 0.066, 3.199], [-0.676, -0.021, 1.145], [1.081, -2.448, 1.471], [-0.057, -2.401, 2.227], [1.115, -3.429, 0.998], [1.194, -1.749, 0.643], [1.853, -2.407, 2.240], [-0.441, -1.521, 2.237]],
  "gap_ev": 7.2414,
  "homo_ev": -7.34,
  "lumo_energy_ev": -0.094
}



From most stable to least stable, the computed energies give version P, version Q, version R.



Version P
{
  "formula": "C25H55NO2Si2Y",
  "method": "ωB97M-V/def2-TZVPD",
  "elements": ["O", "O", "C", "C", "H", "H", "H", "H", "H", "C", "C", "H", "H", "H", "H", "H", "C", "C", "C", "H", "H", "H", "H", "H", "C", "H", "H", "H", "H", "H", "H", "Y", "C", "Si", "H", "H", "C", "C", "C", "C", "Si", "H", "H", "C", "C", "C", "H", "H", "H", "H", "H", "H", "H", "H", "H", "H", "H", "H", "H", "H", "H", "H", "H", "H", "C", "N", "C", "C", "C", "C", "C", "C", "C", "C", "H", "H", "H", "H", "H", "H", "H", "H", "H", "H", "H", "H"],
  "coordinates": [[-0.489, -1.054, -3.764], [0.685, 0.702, -4.976], [0.246, -2.269, -4.154], [-0.430, -3.494, -3.634], [1.211, -2.107, -3.677], [0.331, -2.320, -5.249], [-0.509, -3.452, -2.546], [0.145, -4.380, -3.916], [-1.424, -3.579, -4.070], [-1.787, -0.875, -4.443], [-1.730, -1.075, -5.926], [-2.051, 0.148, -4.187], [-2.507, -1.524, -3.934], [-0.955, -0.481, -6.425], [-2.682, -0.748, -6.348], [-1.596, -2.127, -6.177], [0.161, 2.076, -4.813], [1.992, 0.404, -5.584], [-0.724, 2.432, -5.965], [1.036, 2.724, -4.749], [-0.377, 2.059, -3.861], [-0.184, 2.364, -6.910], [-1.095, 3.455, -5.879], [-1.600, 1.781, -6.020], [1.943, 0.652, -7.060], [2.186, -0.648, -5.364], [2.735, 1.016, -5.069], [1.101, 0.138, -7.531], [2.840, 0.269, -7.547], [1.875, 1.712, -7.296], [0.195, -0.080, -4.320], [-0.100, 0.145, 0.116], [1.708, 0.103, -1.340], [3.540, 0.481, -1.164], [1.438, -0.980, -1.530], [1.070, 0.668, -2.082], [4.485, -0.726, -2.246], [4.268, 0.317, 0.554], [3.759, 2.273, -1.667], [-1.949, -1.199, -0.405], [-3.397, -0.051, -0.643], [-1.803, -1.581, 0.662], [-1.931, -2.064, -1.088], [-4.639, -0.784, -1.852], [-2.937, 1.695, -1.251], [-4.228, 0.115, 1.040], [3.167, 2.511, -2.560], [4.821, 2.443, -1.890], [3.459, 2.956, -0.860], [4.124, -1.749, -2.069], [5.553, -0.676, -1.988], [4.329, -0.484, -3.306], [3.926, -0.579, 1.085], [4.038, 1.163, 1.216], [5.363, 0.250, 0.437], [-3.348, 1.828, -2.265], [-1.867, 1.970, -1.336], [-3.419, 2.459, -0.620], [-5.160, 0.691, 0.945], [-3.609, 0.582, 1.818], [-4.467, -0.903, 1.382], [-5.641, -0.368, -1.661], [-4.667, -1.872, -1.681], [-4.354, -0.608, -2.901], [-1.222, 0.794, 2.999], [-0.409, 1.519, 2.001], [-1.028, 2.766, 1.516], [1.032, 1.710, 2.426], [1.644, 0.335, 2.717], [2.427, 0.151, 3.884], [2.956, -1.122, 4.154], [2.730, -2.174, 3.265], [1.925, -1.983, 2.118], [1.324, -0.754, 1.907], [-1.978, 1.471, 3.418], [-0.570, 0.395, 3.787], [-1.765, -0.042, 2.527], [-1.035, 3.557, 2.290], [-0.446, 3.115, 0.649], [-2.057, 2.575, 1.184], [1.540, 2.264, 1.608], [1.056, 2.403, 3.291], [2.544, 1.016, 4.542], [3.547, -1.278, 5.067], [3.171, -3.168, 3.458], [1.780, -2.805, 1.399]],
  "gap_ev": 7.7595,
  "homo_ev": -9.96,
  "lumo_energy_ev": -2.196,
  "total_charge": 1
}



Version Q
{
  "formula": "C25H55NO2Si2Y",
  "method": "ωB97M-V/def2-TZVPD",
  "elements": ["O", "O", "C", "C", "H", "H", "H", "H", "H", "C", "C", "H", "H", "H", "H", "H", "C", "C", "C", "H", "H", "H", "H", "H", "C", "H", "H", "H", "H", "H", "H", "Y", "C", "Si", "H", "H", "C", "C", "C", "C", "Si", "H", "H", "C", "C", "C", "H", "H", "H", "H", "H", "H", "H", "H", "H", "H", "H", "H", "H", "H", "H", "H", "H", "H", "C", "N", "C", "C", "C", "C", "C", "C", "C", "C", "H", "H", "H", "H", "H", "H", "H", "H", "H", "H", "H", "H"],
  "coordinates": [[-0.433, -0.959, -3.743], [0.639, 0.647, -4.963], [0.243, -2.179, -4.134], [-0.428, -3.478, -3.645], [1.269, -2.175, -3.778], [0.379, -2.218, -5.214], [-0.505, -3.497, -2.559], [0.159, -4.347, -3.943], [-1.428, -3.605, -4.059], [-1.694, -0.820, -4.450], [-1.756, -1.054, -5.981], [-2.056, 0.184, -4.245], [-2.420, -1.505, -4.023], [-0.989, -0.491, -6.510], [-2.720, -0.736, -6.377], [-1.634, -2.105, -6.240], [0.166, 1.987, -4.814], [1.906, 0.361, -5.550], [-0.737, 2.405, -5.977], [0.995, 2.685, -4.694], [-0.429, 2.048, -3.905], [-0.228, 2.354, -6.936], [-1.080, 3.430, -5.842], [-1.620, 1.772, -6.037], [1.916, 0.625, -7.056], [2.149, -0.685, -5.379], [2.686, 0.946, -5.071], [1.078, 0.133, -7.548], [2.834, 0.250, -7.505], [1.864, 1.691, -7.268], [0.343, -0.004, -4.215], [0.000, 0.000, 0.000], [1.579, 0.003, -1.302], [3.426, 0.478, -1.123], [1.323, -1.023, -1.064], [0.881, 0.775, -1.604], [4.418, -0.700, -2.196], [4.246, 0.295, 0.550], [3.749, 2.244, -1.651], [-1.766, -1.042, -0.539], [-3.347, 0.006, -0.646], [-1.682, -1.228, 0.522], [-1.974, -2.034, -0.933], [-4.586, -0.784, -1.807], [-2.961, 1.725, -1.250], [-4.180, 0.082, 1.024], [3.185, 2.514, -2.540], [4.805, 2.403, -1.864], [3.467, 2.939, -0.862], [4.100, -1.729, -2.044], [5.479, -0.643, -1.955], [4.326, -0.477, -3.254], [3.945, -0.602, 1.081], [4.049, 1.160, 1.178], [5.328, 0.248, 0.435], [-3.328, 1.888, -2.262], [-1.889, 1.902, -1.262], [-3.415, 2.481, -0.611], [-5.099, 0.664, 0.972], [-3.543, 0.551, 1.767], [-4.440, -0.913, 1.381], [-5.582, -0.375, -1.641], [-4.643, -1.860, -1.651], [-4.342, -0.605, -2.853], [-1.193, 0.776, 2.924], [-0.367, 1.445, 1.881], [-1.005, 2.691, 1.440], [0.994, 1.699, 2.382], [1.634, 0.380, 2.719], [2.384, 0.173, 3.883], [2.929, -1.090, 4.132], [2.716, -2.142, 3.226], [1.948, -1.936, 2.069], [1.406, -0.673, 1.832], [-1.914, 1.467, 3.415], [-0.603, 0.329, 3.752], [-1.704, -0.094, 2.484], [-1.035, 3.436, 2.265], [-0.459, 3.120, 0.574], [-2.050, 2.493, 1.143], [1.583, 2.150, 1.552], [1.007, 2.402, 3.245], [2.544, 0.982, 4.584], [3.513, -1.253, 5.028], [3.143, -3.115, 3.428], [1.771, -2.746, 1.374]],
  "gap_ev": 7.6513,
  "homo_ev": -10.00,
  "lumo_energy_ev": -2.345,
  "total_charge": 1
}



From most stable to least stable, the computed energies give version P, version Q.